Entry 1:
Molecular formula: C6H9NS
Method: DFT, ωB97M-V/def2-TZVPD

Geometry (Å):
S (-1.275, -0.781, 2.141)
C (-1.141, -1.530, 0.507)
C (0.291, -1.419, -0.022)
C (0.628, -0.128, -0.703)
C (-0.151, 0.576, -1.688)
C (0.459, 1.818, -1.936)
N (1.455, 1.900, -0.918)
C (1.566, 0.729, -0.287)
H (-1.198, 0.614, 1.752)
H (-1.805, -0.923, -0.109)
H (-1.488, -2.628, 0.482)
H (0.266, -2.323, -0.716)
H (0.878, -1.816, 0.762)
H (-1.139, 0.317, -2.171)
H (0.315, 2.554, -2.637)
H (2.216, 2.664, -0.891)
H (2.257, 0.466, 0.472)

Results
LUMO (eV): 0.9
Kohn-Sham gap (eV): 9.23
Total energy (eV): -18692.014
Multiplicity: 1
SMILES: SCCc1cc[nH]c1
Energy relative to the best compared isomer or geometry (same formula, charge and spin) (eV): 1.1960

---

Entry 2:
Molecular formula: C10H16
Method: DFT, ωB97M-V/def2-TZVPD

Geometry (Å):
C (-3.183, -1.488, 1.364)
C (-3.778, -0.415, 2.272)
H (-2.176, -1.759, 1.673)
H (-3.772, -2.405, 1.468)
H (-3.133, -1.215, 0.312)
H (-3.311, 0.553, 2.087)
H (-4.860, -0.357, 2.144)
H (-3.603, -0.647, 3.323)
C (0.245, -0.018, 0.310)
C (0.567, -1.507, 0.445)
C (1.253, 0.628, -0.620)
C (2.336, 1.323, -0.087)
C (1.043, 0.550, -1.997)
C (3.267, 1.956, -0.978)
C (2.011, 1.158, -2.896)
C (3.085, 1.848, -2.356)
H (-0.733, 0.116, -0.167)
H (0.212, 0.419, 1.309)
H (-0.158, -2.100, 1.021)
H (2.417, 1.381, 0.993)
H (0.269, -0.077, -2.429)
H (4.159, 2.404, -0.634)
H (1.899, 1.001, -3.959)
H (3.805, 2.273, -3.049)
H (1.515, -1.614, 0.973)
H (0.623, -2.006, -0.522)

Results
LUMO (spin up / spin down) (eV): 3.4 / 3.3
Kohn-Sham gap (spin up / spin down) (eV): 2.33 / 6.73
Total energy (eV): -10628.100
<S²>: 0.760
Charge: -1
Multiplicity: 2
Energy relative to the best compared isomer or geometry (same formula, charge and spin) (eV): 0.2109

---

Entry 3:
Molecular formula: C3H10S
Method: DFT, ωB97M-V/def2-TZVPD

Geometry (Å):
C (-1.172, -1.104, -0.559)
C (-0.731, -0.112, 0.479)
C (0.466, -0.626, 1.272)
H (-0.836, -0.593, -1.594)
H (-2.386, -1.211, -0.559)
H (-0.740, -2.092, -0.450)
H (-1.596, -0.002, 1.201)
H (-0.478, 0.846, 0.125)
H (0.730, 0.009, 2.090)
H (0.145, -1.636, 1.855)
H (1.459, -0.728, 0.688)
S (1.580, 2.098, -2.034)
H (2.673, 2.715, -1.559)
H (0.885, 2.436, -0.955)

Results
LUMO (eV): 0.8
Kohn-Sham gap (eV): 10.72
Total energy (eV): -14107.306
Multiplicity: 1
SMILES: CCC.S
Energy relative to the best compared isomer or geometry (same formula, charge and spin) (eV): 1.0310

---

Entry 4:
Molecular formula: C22H24BrI2N4O2Os
Method: DFT, ωB97M-V/def2-TZVPD

Geometry (Å):
Os (-17.351, 3.123, -4.765)
I (-22.744, 6.530, -8.848)
C (-21.087, 6.064, -7.610)
C (-20.087, 7.004, -7.352)
C (-18.971, 6.539, -6.667)
I (-17.504, 8.035, -6.307)
C (-18.837, 5.218, -6.156)
O (-17.852, 4.965, -5.256)
C (-19.877, 4.297, -6.420)
C (-19.737, 2.799, -6.243)
N (-19.390, 2.546, -4.856)
C (-19.491, 1.119, -4.348)
C (-18.119, 0.541, -4.013)
C (-17.970, -0.710, -3.469)
C (-16.695, -1.262, -3.214)
C (-15.556, -0.518, -3.617)
C (-15.723, 0.792, -4.058)
N (-16.975, 1.302, -4.269)
C (-20.996, 4.780, -7.109)
H (-20.271, 8.049, -7.641)
H (-18.903, 2.404, -6.864)
H (-20.652, 2.255, -6.541)
H (-20.016, 3.158, -4.288)
H (-20.039, 0.534, -5.128)
H (-20.172, 1.062, -3.460)
H (-18.880, -1.316, -3.280)
H (-16.550, -2.159, -2.657)
H (-14.579, -0.938, -3.587)
H (-14.865, 1.446, -4.231)
H (-21.825, 4.079, -7.190)
C (-13.332, 5.814, -7.476)
C (-14.309, 4.677, -7.603)
C (-14.492, 4.155, -8.912)
C (-15.478, 3.161, -9.072)
C (-16.093, 2.612, -7.928)
Br (-17.067, 1.006, -8.194)
N (-16.027, 3.228, -6.717)
C (-15.036, 4.201, -6.538)
H (-12.762, 5.963, -8.415)
H (-12.590, 5.751, -6.687)
H (-13.799, 6.786, -7.332)
H (-14.004, 4.610, -9.745)
H (-15.848, 2.902, -10.032)
H (-14.949, 4.573, -5.522)
C (-13.771, 5.434, -2.301)
N (-15.111, 5.974, -2.661)
C (-15.426, 7.311, -2.322)
C (-15.980, 5.241, -3.327)
O (-15.751, 4.032, -3.711)
H (-13.375, 4.851, -3.147)
H (-13.814, 4.739, -1.430)
H (-13.121, 6.279, -2.098)
H (-14.505, 7.731, -1.904)
H (-16.302, 7.391, -1.632)
H (-15.696, 7.832, -3.220)
H (-17.026, 5.623, -3.338)

Results
LUMO (spin up / spin down) (eV): -8.3 / -12.1
Kohn-Sham gap (spin up / spin down) (eV): 8.73 / 4.81
Total energy (eV): -121941.205
<S²>: 6.032
Charge: +3
Multiplicity: 5
Energy relative to the best compared isomer or geometry (same formula, charge and spin) (eV): 0.0000

---

Entry 5:
Molecular formula: C2H3N3OS
Method: DFT, ωB97M-V/def2-TZVPD

Geometry (Å):
C (1.296, 1.708, -1.941)
C (0.034, 0.155, -0.034)
N (2.239, 1.949, -2.514)
N (-0.195, 1.228, -0.948)
N (-1.254, 2.017, -0.995)
O (-2.172, 1.689, -0.249)
S (-1.239, 3.259, -2.029)
H (0.974, -0.327, -0.300)
H (0.087, 0.510, 0.999)
H (-0.775, -0.575, -0.117)

Results
LUMO (eV): -1.5
Kohn-Sham gap (eV): 8.05
Total energy (eV): -19468.967
Multiplicity: 1
Energy relative to the best compared isomer or geometry (same formula, charge and spin) (eV): 6.1194

---

Which value of total energy does entry 4 give?
-121941.205 eV

---

Which value of multiplicity does entry 4 give?
5

---

Which value of total energy does entry 4 give?
-121941.205 eV

---

What did the first record say?
Molecular formula: C6H9NS
Method: DFT, ωB97M-V/def2-TZVPD

Geometry (Å):
S (-1.275, -0.781, 2.141)
C (-1.141, -1.530, 0.507)
C (0.291, -1.419, -0.022)
C (0.628, -0.128, -0.703)
C (-0.151, 0.576, -1.688)
C (0.459, 1.818, -1.936)
N (1.455, 1.900, -0.918)
C (1.566, 0.729, -0.287)
H (-1.198, 0.614, 1.752)
H (-1.805, -0.923, -0.109)
H (-1.488, -2.628, 0.482)
H (0.266, -2.323, -0.716)
H (0.878, -1.816, 0.762)
H (-1.139, 0.317, -2.171)
H (0.315, 2.554, -2.637)
H (2.216, 2.664, -0.891)
H (2.257, 0.466, 0.472)

Results
LUMO (eV): 0.9
Kohn-Sham gap (eV): 9.23
Total energy (eV): -18692.014
Multiplicity: 1
SMILES: SCCc1cc[nH]c1
Energy relative to the best compared isomer or geometry (same formula, charge and spin) (eV): 1.1960